Below is one molecule with the formula C5H7N3, with properties calculated with wB97M-V/def2-TZVPD.

Calculated values
Net charge: 0
2S+1: 1
Highest occupied orbital energy: -7.90 eV
Lowest unoccupied orbital energy: 0.48 eV
Gap between HOMO and LUMO: 8.376 eV

Last column: Löwdin charge in e.
Geometry (Å):
H: -3.46818 -0.09885 -0.77973  0.070
N: -2.40595 -0.30316 -0.36202  -0.021
C: -1.44961 0.70918 -1.00349  -0.094
N: -0.23048 0.59543 -0.47341  -0.157
N: 0.45644 1.74088 -0.23118  0.088
C: 1.55597 1.37706 0.26049  -0.112
C: 1.60458 -0.14798 0.67280  -0.110
C: 0.33010 -0.52771 0.15809  -0.330
C: -0.19796 -1.78819 0.07273  0.077
H: -1.65370 1.60348 -1.59737  0.108
H: 2.29505 2.17244 0.74999  0.148
H: 1.65451 -0.21287 1.71597  0.089
H: 2.62000 -0.71502 0.45369  0.163
H: -1.19364 -1.69045 -0.31774  -0.011
H: 0.08286 -2.71425 0.68117  0.094



Below is one molecule with the formula C4H8N2, with properties calculated with wB97M-V/def2-TZVPD.

Calculated values
Net charge: 0
2S+1: 1
Highest occupied orbital energy: -9.16 eV
Lowest unoccupied orbital energy: 1.07 eV
Gap between HOMO and LUMO: 10.233 eV

Last column: Löwdin charge in e.
Geometry (Å):
C: 0.38760 1.26629 -0.22931  -0.103
N: 1.20702 0.09367 0.49575  -0.092
C: 0.94240 -0.96886 -0.30592  -0.216
C: -0.67944 -0.73591 -0.45708  -0.292
N: -1.24282 -0.33087 0.78500  0.089
C: -0.97894 0.59759 -0.33673  -0.303
H: 0.23998 2.15269 0.59236  0.131
H: 0.98414 1.87853 -1.16533  0.159
H: 2.13448 0.26505 0.78551  0.099
H: 0.89341 -1.82576 0.37005  0.115
H: 1.41325 -1.22795 -1.24919  0.108
H: -1.11051 -1.53659 -0.88941  0.097
H: -0.47898 -0.03120 1.37035  0.071
H: -1.85490 1.03098 -0.80545  0.137



Below is C53H69AsHfN7O2S3Si as an isolated structure, with properties calculated with wB97M-V/def2-TZVPD.

Calculated values
Net charge: +3
2S+1: 1
Highest occupied orbital energy: -13.51 eV
Lowest unoccupied orbital energy: -8.02 eV
Gap between HOMO and LUMO: 5.490 eV

Last column: Löwdin charge in e.
Geometry (Å):
Hf: -0.17035 0.25583 -0.27778  1.122
S: 0.07654 0.30260 2.45443  0.728
C: 1.38730 1.29671 2.75952  -0.613
N: 1.54973 1.88834 3.93159  -0.079
C: 2.79765 2.58290 4.24824  -0.087
C: 3.22840 3.37288 3.04533  -0.093
N: 3.32109 2.47941 1.88364  -0.065
C: 4.35547 2.80499 0.88826  -0.104
C: 3.92541 3.87007 -0.08533  -0.199
C: 3.84132 3.57167 -1.44124  -0.035
C: 3.55608 4.57229 -2.36060  -0.086
C: 3.32555 5.87136 -1.93067  -0.088
C: 3.38281 6.16915 -0.57585  -0.052
C: 3.69219 5.17472 0.33967  -0.031
C: 2.46040 1.50805 1.69735  -0.624
S: 2.50849 0.50211 0.34147  0.700
C: 0.47953 1.86647 4.95703  -0.101
C: -0.63785 2.82097 4.60669  -0.225
C: -0.37275 4.17837 4.42938  -0.043
C: -1.39864 5.06215 4.13830  -0.067
C: -2.70426 4.59585 4.02963  -0.059
C: -2.97358 3.25010 4.21488  -0.062
C: -1.94226 2.36371 4.49833  -0.052
H: 3.56001 1.85838 4.54960  0.150
H: 2.61821 3.25156 5.08594  0.138
H: 4.20547 3.82335 3.20382  0.143
H: 2.50656 4.16588 2.83239  0.133
H: 4.61175 1.88816 0.35912  0.087
H: 5.22746 3.12955 1.45625  0.144
H: 4.03935 2.56040 -1.77784  0.100
H: 3.54712 4.34959 -3.41867  0.101
H: 3.14468 6.65915 -2.65018  0.110
H: 3.23708 7.18593 -0.23575  0.121
H: 3.80168 5.44559 1.38642  0.112
H: 0.94920 2.13814 5.90165  0.140
H: 0.10796 0.84918 5.05230  0.104
H: 0.63253 4.56429 4.56442  0.105
H: -1.18931 6.11912 4.03360  0.111
H: -3.51152 5.28628 3.82342  0.115
H: -3.99043 2.88572 4.14868  0.113
H: -2.15935 1.31210 4.64495  0.114
O: 0.25879 -0.32287 -2.13006  -0.622
As: 0.87240 -1.67609 -2.98007  1.305
C: 2.24642 -0.93950 -4.07510  -0.323
C: 2.79949 0.29291 -3.73219  -0.098
C: 3.79674 0.82448 -4.53663  -0.065
C: 4.23995 0.13520 -5.65926  -0.039
C: 3.68373 -1.09126 -5.99281  -0.040
C: 2.68054 -1.63179 -5.20196  -0.084
C: -0.52335 -2.36278 -4.06663  -0.316
C: -0.86919 -1.59829 -5.18088  -0.092
C: -1.92761 -1.99704 -5.97985  -0.044
C: -2.63055 -3.15484 -5.67056  -0.031
C: -2.27793 -3.91742 -4.56553  -0.043
C: -1.22415 -3.52364 -3.75778  -0.083
C: 1.60602 -2.92806 -1.73873  -0.319
C: 0.73367 -3.50926 -0.66085  -0.576
C: 1.44921 -4.60386 0.21128  -0.202
C: 2.75917 -5.11928 -0.34075  -0.023
C: 3.42058 -4.50632 -1.31679  -0.044
C: 2.84253 -3.35922 -2.01036  -0.063
H: 2.43962 0.83443 -2.86520  0.064
H: 4.23518 1.78102 -4.28885  0.100
H: 5.01842 0.55756 -6.28066  0.122
H: 4.02298 -1.62212 -6.87181  0.124
H: 2.23489 -2.58114 -5.47681  0.121
H: -0.31927 -0.69768 -5.42823  0.111
H: -2.19999 -1.40896 -6.84544  0.120
H: -3.45387 -3.46779 -6.29854  0.123
H: -2.82456 -4.82085 -4.33254  0.122
H: -0.96407 -4.13059 -2.90066  0.094
H: -0.08022 -4.03935 -1.15528  0.076
H: 0.76319 -5.45017 0.28087  0.153
H: 3.16776 -6.00822 0.12642  0.135
H: 4.36917 -4.89207 -1.66610  0.124
H: 3.42416 -2.91271 -2.80798  0.104
C: -3.18551 -1.22310 -1.71828  -0.219
Si: -2.98900 0.08716 -0.34821  0.650
C: -3.72176 1.72336 -1.07185  -0.649
C: -5.20846 1.58695 -1.42086  -0.086
C: -2.96487 1.98874 -2.38309  -0.112
C: -3.55805 2.94228 -0.15423  -0.098
C: -3.95694 -0.59260 1.18118  -0.651
C: -3.12292 -1.63541 1.93245  -0.148
C: -4.30264 0.52752 2.16646  -0.102
C: -5.25096 -1.28510 0.73078  -0.089
H: -4.22492 -1.28953 -2.05099  0.039
H: -2.90048 -2.20710 -1.33592  0.020
H: -2.56562 -1.01912 -2.59432  0.001
H: -5.40046 0.75599 -2.10290  0.080
H: -5.55832 2.50088 -1.91323  0.094
H: -5.82384 1.44469 -0.53306  0.071
H: -3.17480 1.22264 -3.13293  0.078
H: -1.87853 2.01369 -2.24818  0.034
H: -3.26702 2.95346 -2.80798  0.091
H: -4.22908 2.89910 0.70051  0.067
H: -3.80909 3.85598 -0.70764  0.089
H: -2.54993 3.03841 0.24957  0.042
H: -2.20025 -1.20809 2.33718  0.007
H: -2.84849 -2.47724 1.29391  0.044
H: -3.69959 -2.02787 2.77669  0.091
H: -3.41165 1.09129 2.46207  0.052
H: -4.74988 0.10239 3.07110  0.096
H: -5.02469 1.22885 1.74945  0.071
H: -5.04980 -2.16244 0.11303  0.077
H: -5.90748 -0.62343 0.16542  0.070
H: -5.80703 -1.62473 1.61031  0.094
C: 0.11660 6.28994 -2.54135  0.016
N: 0.21544 4.96823 -1.93948  -0.049
C: -0.19929 4.62508 -0.59028  0.011
C: 0.02994 3.13984 -0.62299  -0.467
O: -0.28419 2.32660 0.29196  -0.214
N: 0.54413 2.74095 -1.77267  0.181
C: 0.60576 3.85618 -2.55538  -0.392
N: 0.99659 3.79612 -3.81676  0.254
H: -0.31570 6.97166 -1.81477  0.111
H: -0.53890 6.26809 -3.41317  0.108
H: 1.10375 6.66174 -2.81976  0.071
H: -1.25653 4.84220 -0.41487  0.147
H: 0.40205 5.12289 0.17366  0.148
H: 1.25645 2.90140 -4.19976  0.123
H: 1.04207 4.61252 -4.40448  0.133
S: -0.08044 -2.26139 0.42811  0.543
C: 1.70334 -4.18973 1.65108  -0.323
N: 0.95604 -4.68923 2.60642  0.129
C: 1.14368 -4.36545 4.02505  -0.109
C: 1.79404 -2.99754 4.13489  -0.143
C: 3.04532 -2.94288 3.27471  -0.117
N: 2.72695 -3.41392 1.92532  0.133
H: 0.16125 -5.24764 2.33579  0.169
H: 1.75521 -5.14087 4.48928  0.139
H: 0.16572 -4.37480 4.50077  0.138
H: 2.05285 -2.79708 5.17329  0.132
H: 1.08811 -2.23571 3.80038  0.090
H: 3.84279 -3.56144 3.69063  0.138
H: 3.41759 -1.92281 3.18721  0.122
H: 3.30074 -3.12170 1.14788  0.157



Below is an isolated ion of composition C4H2NOS2 and charge -1, with properties calculated with wB97M-V/def2-TZVPD.

Calculated values
Net charge: -1
2S+1: 1
Highest occupied orbital energy (alpha / beta): -2.85 / -2.85 eV
Lowest unoccupied orbital energy (alpha / beta): 3.31 / 3.31 eV
Gap between HOMO and LUMO (alpha / beta): 6.162 / 6.163 eV

Last column: Löwdin charge in e.
Geometry (Å):
C: 1.27449 -0.66964 0.27781  -0.337
C: 2.46648 1.54223 0.33391  -0.654
C: 1.70896 0.73378 1.13282  -0.557
C: 2.31665 -1.29023 -0.21089  -0.685
N: -0.10812 -0.54754 -0.02451  0.027
O: 1.50540 0.62470 2.35114  -0.065
S: 2.44989 2.74430 -0.70142  0.490
S: 3.57662 -2.19132 -0.39868  0.612
H: -0.32996 0.05100 -0.85098  0.088
H: -0.57024 -0.06913 0.77115  0.081



Number 1: maximum force 8.40 eV/Å, E_tot -9763.6958 eV. Number 2: maximum force 5.76 eV/Å, E_tot -7254.2192 eV. Number 3: maximum force 0.93 eV/Å, E_tot -173118.8865 eV. Number 4: maximum force 2.95 eV/Å, E_tot -29386.1217 eV.